{
  "formula": "C61H156N7O50P9",
  "method": "ωB97M-V/def2-TZVPD",
  "homo_energy_ev": -7.37,
  "species": ["C", "C", "O", "P", "O", "O", "C", "C", "O", "C", "C", "H", "H", "H", "H", "H", "H", "H", "H", "H", "H", "H", "H", "H", "H", "H", "C", "C", "O", "P", "O", "O", "C", "C", "O", "C", "C", "H", "H", "H", "H", "H", "H", "H", "H", "H", "H", "H", "H", "H", "H", "H", "C", "C", "O", "P", "O", "O", "C", "C", "O", "C", "C", "H", "H", "H", "H", "H", "H", "H", "H", "H", "H", "H", "H", "H", "H", "H", "C", "C", "O", "P", "O", "O", "C", "C", "O", "C", "C", "H", "H", "H", "H", "H", "H", "H", "H", "H", "H", "H", "H", "H", "H", "H", "C", "C", "O", "P", "O", "O", "C", "C", "O", "C", "C", "H", "H", "H", "H", "H", "H", "H", "H", "H", "H", "H", "H", "H", "H", "H", "C", "C", "O", "P", "O", "O", "C", "C", "O", "C", "C", "H", "H", "H", "H", "H", "H", "H", "H", "H", "H", "H", "H", "H", "H", "H", "C", "C", "O", "P", "O", "O", "C", "C", "O", "C", "C", "H", "H", "H", "H", "H", "H", "H", "H", "H", "H", "H", "H", "H", "H", "H", "C", "C", "O", "P", "O", "O", "C", "C", "O", "C", "C", "H", "H", "H", "H", "H", "H", "H", "H", "H", "H", "H", "H", "H", "H", "H", "C", "C", "O", "P", "O", "O", "C", "C", "O", "C", "C", "H", "H", "H", "H", "H", "H", "H", "H", "H", "H", "H", "H", "H", "H", "H", "C", "N", "O", "O", "H", "H", "H", "C", "N", "O", "O", "H", "H", "H", "C", "N", "O", "O", "H", "H", "H", "C", "N", "O", "O", "H", "H", "H", "C", "N", "O", "O", "H", "H", "H", "C", "N", "O", "O", "H", "H", "H", "C", "N", "O", "O", "H", "H", "H"],
  "xyz": [[-4.7723, -3.4912, 0.8045], [-4.3974, -3.7794, 2.2431], [-3.6406, -2.6148, 2.7073], [-2.9390, -2.6024, 4.1488], [-3.8085, -3.2577, 5.1712], [-2.4949, -1.0486, 4.4378], [-1.7223, -0.2913, 3.4803], [-2.5371, 0.8562, 2.8711], [-1.5008, -3.3200, 3.8581], [-0.9979, -4.2672, 4.8468], [0.5002, -3.8579, 5.2092], [-3.8696, -3.5509, 0.1964], [-5.4026, -4.3200, 0.4822], [-5.3153, -2.5469, 0.7660], [-5.2601, -3.8080, 2.9087], [-3.8877, -4.7420, 2.2006], [-0.8610, 0.1678, 3.9655], [-1.3299, -0.8896, 2.6581], [-2.7143, 1.5663, 3.6789], [-1.9614, 1.3445, 2.0848], [-3.4687, 0.5934, 2.3699], [-1.5522, -4.1580, 5.7790], [-1.1102, -5.2816, 4.4641], [0.5854, -2.7885, 5.4020], [0.9259, -4.3464, 6.0856], [1.1022, -4.1367, 4.3443], [5.0215, 4.8919, 4.5741], [5.2019, 3.3561, 4.6353], [4.0304, 2.8677, 5.1692], [4.0247, 1.3103, 5.6564], [4.3614, 0.2878, 4.6470], [5.0442, 1.3145, 6.8887], [4.7643, 1.9501, 8.1376], [5.9283, 2.8311, 8.6145], [2.5810, 1.0381, 6.4004], [1.3991, 0.7950, 5.6337], [0.1847, 1.0272, 6.4645], [5.9126, 5.3504, 4.1453], [4.1516, 5.1618, 3.9754], [4.8530, 5.3578, 5.5450], [5.3612, 2.9438, 3.6390], [6.0814, 3.1146, 5.2323], [3.9196, 2.6115, 7.9453], [4.4736, 1.2090, 8.8821], [5.5442, 3.4671, 9.4121], [6.7853, 2.2238, 8.9055], [6.3098, 3.4705, 7.8184], [1.3764, 1.5033, 4.8055], [1.3155, -0.2526, 5.3447], [-0.7206, 1.0088, 5.8576], [0.0260, 0.2621, 7.2244], [0.2724, 1.9941, 6.9599], [-2.6376, -0.5129, -3.2381], [-2.6047, -1.9469, -2.7122], [-3.8388, -2.5558, -2.9948], [-4.0721, -3.9534, -3.9189], [-5.4741, -4.3333, -4.0943], [-3.2577, -3.8030, -5.3076], [-3.4076, -2.6611, -6.1216], [-3.3445, -3.2455, -7.5380], [-3.1880, -5.0855, -3.1375], [-3.4412, -6.4334, -3.4136], [-2.0862, -7.1873, -3.5431], [-2.9981, -0.3573, -4.2549], [-2.9669, 0.3173, -2.6132], [-1.6011, -0.1836, -3.3102], [-1.8094, -2.5399, -3.1639], [-2.3475, -2.0657, -1.6597], [-4.3894, -2.2289, -5.9281], [-2.6460, -1.8843, -6.0527], [-3.2722, -2.3200, -8.1094], [-2.5227, -3.8817, -7.8663], [-4.2793, -3.7687, -7.7395], [-4.0248, -6.8691, -2.6026], [-4.0737, -6.5140, -4.2976], [-2.2829, -8.2594, -3.5372], [-1.6191, -6.9587, -4.5011], [-1.3994, -6.9467, -2.7316], [-1.9746, 6.1157, 4.5805], [-0.5488, 6.6358, 4.4011], [-0.3319, 7.2662, 3.1346], [-1.0913, 8.6333, 2.6911], [-1.8373, 9.3596, 3.7742], [0.0695, 9.5584, 2.1006], [1.1491, 9.9193, 2.9702], [1.2087, 11.4778, 3.0966], [-1.9348, 8.1421, 1.4073], [-1.4253, 7.0854, 0.4814], [-0.1492, 7.5851, -0.3012], [-2.7276, 6.9013, 4.6417], [-2.2685, 5.4772, 3.7473], [-1.9934, 5.4297, 5.4274], [-0.2883, 7.3089, 5.2179], [0.0868, 5.7552, 4.4949], [1.1360, 9.5102, 3.9804], [1.9594, 9.3996, 2.4589], [2.1526, 11.7568, 3.5650], [1.2100, 11.9540, 2.1161], [0.3536, 11.8292, 3.6741], [-1.2749, 6.1954, 1.0925], [-2.1627, 6.9635, -0.3120], [-0.2064, 8.6503, -0.5252], [0.6809, 7.4341, 0.3888], [0.0735, 7.0621, -1.2312], [-1.3170, 0.6385, -4.5525], [-1.0017, 0.5980, -6.0371], [-2.1607, 0.1802, -6.7413], [-1.9370, -0.7687, -8.0400], [-3.2645, -1.2167, -8.5174], [-0.9718, -1.9494, -7.4585], [-0.4803, -2.9941, -8.2620], [0.9597, -3.3066, -7.7347], [-1.0411, 0.1736, -9.0958], [-1.6517, 1.0355, -10.0263], [-1.8196, 0.1974, -11.3302], [-1.6339, -0.3305, -4.1670], [-0.3682, 0.8164, -4.0462], [-2.0753, 1.3481, -4.2215], [-0.7216, 1.6118, -6.3233], [-0.0988, 0.0124, -6.2102], [-1.0519, -3.9217, -8.2941], [-0.3356, -2.6245, -9.2772], [1.6565, -2.4710, -7.6687], [0.9238, -3.7625, -6.7452], [1.4373, -4.0416, -8.3826], [-2.6517, 1.3880, -9.7734], [-1.0029, 1.8922, -10.2081], [-0.9054, -0.3225, -11.6167], [-2.5511, -0.6105, -11.3135], [-2.1099, 0.7520, -12.2225], [-0.8171, -5.4540, -7.1892], [-1.0729, -4.7306, -5.8419], [-0.6083, -5.5582, -4.8190], [0.9165, -5.2279, -4.2315], [1.4015, -6.2872, -3.3305], [1.8509, -4.8082, -5.4569], [3.1820, -4.7162, -5.2557], [3.9637, -4.1668, -6.4964], [0.6651, -3.8109, -3.5063], [-0.1694, -3.7786, -2.4432], [0.0727, -2.3879, -1.9102], [0.2371, -5.3509, -7.4463], [-1.0950, -6.5056, -7.1173], [-1.5108, -5.0373, -7.9193], [-0.5882, -3.7575, -5.7630], [-2.1553, -4.7181, -5.7141], [3.3486, -3.9732, -4.4757], [3.6585, -5.6675, -5.0190], [3.3914, -3.3204, -6.8761], [4.9835, -3.7817, -6.4959], [3.9014, -4.9483, -7.2536], [-1.1393, -3.9521, -2.9092], [-0.0285, -4.5410, -1.6770], [-0.1585, -1.6576, -2.6857], [-0.5006, -2.1698, -1.0092], [1.1303, -2.2609, -1.6791], [0.5670, -0.8683, 1.4770], [-0.2448, -1.6220, 0.3631], [-1.1955, -2.3801, 1.1395], [-1.4218, -3.9969, 0.7886], [-2.4328, -4.6136, 1.6738], [-1.7141, -4.0727, -0.8030], [-2.3581, -5.1951, -1.4471], [-1.7968, -6.6052, -1.0490], [0.0856, -4.5994, 0.9484], [0.7322, -4.8217, 2.1824], [2.2057, -4.3656, 2.1410], [-0.0222, -0.1628, 2.0629], [1.0988, -1.5720, 2.1174], [1.3735, -0.3612, 0.9475], [-0.7854, -0.9449, -0.2983], [0.4994, -2.2378, -0.1418], [-3.4411, -5.1422, -1.3356], [-2.1903, -5.0576, -2.5152], [-0.7087, -6.5802, -1.1067], [-2.1515, -6.8397, -0.0453], [-2.2195, -7.3993, -1.6645], [0.2562, -4.2120, 2.9503], [0.6157, -5.8550, 2.5091], [2.6639, -4.2665, 3.1250], [2.8065, -5.0993, 1.6035], [2.2694, -3.3504, 1.7493], [2.6810, -1.5153, 5.6581], [1.8123, -1.6371, 4.4070], [2.3410, -2.4897, 3.3928], [3.0965, -1.7321, 2.1384], [2.3930, -0.5672, 1.5597], [4.5669, -1.3650, 2.6837], [5.3118, -2.3149, 3.4401], [6.6448, -2.6833, 2.7555], [3.3281, -3.0275, 1.1574], [3.9124, -2.9323, -0.1255], [2.8974, -2.4599, -1.1446], [3.6135, -0.9564, 5.5799], [1.9722, -1.1262, 6.3891], [3.0270, -2.4769, 6.0372], [0.8271, -2.0133, 4.6825], [1.5528, -0.6238, 4.1001], [5.4830, -2.0215, 4.4759], [4.7991, -3.2702, 3.5530], [6.4194, -3.4706, 2.0361], [7.2526, -1.8859, 2.3279], [7.2390, -3.2844, 3.4439], [4.8561, -2.4108, -0.2857], [4.0566, -3.9904, -0.3438], [2.0280, -3.1140, -1.2120], [2.6127, -1.4356, -0.9039], [3.2902, -2.4854, -2.1610], [-0.4693, 4.6800, 2.1322], [-1.4889, 3.8304, 1.3416], [-0.8187, 3.0174, 0.4224], [-1.0766, 1.3927, 0.4137], [-2.5092, 0.9919, 0.2729], [-0.3827, 0.9086, 1.8116], [1.0284, 1.0866, 2.0672], [1.4864, 0.4242, 3.3763], [-0.0625, 0.8272, -0.7309], [-0.4751, 0.9225, -2.0594], [-0.3148, -0.4148, -2.7498], [0.2078, 4.0210, 2.6757], [0.2137, 5.3270, 1.5818], [-0.9598, 5.2662, 2.9093], [-2.2282, 3.3912, 2.0114], [-1.8755, 4.5383, 0.6085], [1.6254, 0.7419, 1.2228], [1.2762, 2.1476, 2.0997], [1.0538, 0.9067, 4.2528], [1.2608, -0.6260, 3.5613], [2.5585, 0.5286, 3.5432], [-1.4863, 1.3288, -2.0783], [0.1752, 1.7041, -2.4524], [-0.9168, -1.0748, -2.1252], [-0.6746, -0.3574, -3.7771], [0.7250, -0.7403, -2.7808], [-3.3953, -0.5737, 0.5067], [-4.4064, -1.0100, -0.4766], [-5.5117, -0.4588, -0.5050], [-4.0953, -1.8193, -1.3088], [-3.3584, 0.5156, 0.5096], [-2.4179, -0.8058, 0.0837], [-3.5140, -0.9915, 1.5064], [-0.8687, 3.2719, -4.0073], [-1.5511, 3.0354, -2.6992], [-2.5606, 2.3374, -2.7127], [-1.0382, 3.5496, -1.7550], [-1.5590, 3.8193, -4.6491], [-0.6763, 2.2548, -4.3486], [0.0444, 3.8541, -3.8828], [1.2880, 3.8582, -1.0909], [1.2657, 5.2630, -0.6416], [0.2128, 5.8711, -0.7463], [2.2216, 5.7315, -0.1006], [1.0018, 3.3008, -0.1990], [2.2849, 3.5025, -1.3514], [0.5860, 3.7533, -1.9180], [4.2222, 0.8876, 2.3248], [3.9197, 2.2556, 1.9256], [4.6687, 3.1280, 2.3304], [2.7954, 2.4520, 1.3777], [4.3004, 0.3008, 1.4096], [3.4225, 0.5169, 2.9660], [5.2129, 0.8648, 2.7787], [-3.3586, 3.3685, 3.3672], [-2.1346, 3.4192, 4.2104], [-1.2909, 2.6295, 3.9155], [-2.0466, 4.3366, 5.0372], [-4.2348, 3.6994, 3.9248], [-3.5582, 2.3479, 3.0408], [-3.0953, 4.0699, 2.5755], [2.5615, 4.4966, 2.5478], [1.8960, 3.6469, 3.5703], [2.2327, 2.4539, 3.6418], [1.1968, 4.2062, 4.3879], [2.6485, 3.9400, 1.6147], [3.5601, 4.7199, 2.9232], [1.9187, 5.3315, 2.2688], [-3.9130, 2.4668, -0.5849], [-4.0764, 3.3251, 0.6324], [-5.2367, 3.2647, 1.1405], [-3.1108, 4.0185, 0.9823], [-2.8763, 2.1484, -0.6941], [-4.1692, 3.1139, -1.4238], [-4.5231, 1.5644, -0.5465]],
  "forces_ev_per_a": [[-0.2, -0.5, 1.0], [-2.7, 0.2, 0.4], [1.2, 0.3, 1.2], [-0.7, -0.8, -0.3], [1.7, 1.3, -0.7], [-0.6, -1.3, -0.5], [-1.0, 0.0, -1.0], [-1.1, -1.2, 1.6], [-0.6, 0.2, 1.3], [1.2, 1.2, 1.4], [-1.8, -1.8, -0.1], [-0.5, 0.5, 0.0], [-0.3, 0.1, -0.1], [0.0, -0.4, -0.3], [-0.3, 0.0, -0.1], [-1.1, 0.8, 1.3], [-0.3, -0.3, 0.4], [-0.4, -0.7, 0.7], [0.2, -2.6, -0.5], [-1.8, 0.2, 2.9], [-0.1, -0.4, 0.9], [-0.4, -0.2, -0.2], [0.1, 0.1, -0.1], [-1.1, -2.4, 1.3], [-0.4, -0.4, 0.1], [0.3, 0.4, 0.7], [0.6, -0.4, 0.1], [2.2, 2.1, 0.3], [-1.6, -2.8, 2.0], [-0.8, 0.9, 2.0], [1.0, 1.7, 1.5], [-0.1, -0.9, -0.9], [-0.2, 1.4, 0.0], [-0.1, -0.7, -0.6], [2.3, 1.2, -0.4], [-1.0, 1.7, 4.9], [-0.5, 0.4, 1.1], [0.0, 0.0, -0.1], [0.8, 0.3, 0.8], [0.1, -0.3, 0.2], [0.6, 0.2, 1.7], [0.0, 0.0, 0.5], [-0.2, 0.0, 0.4], [0.1, -0.1, -0.2], [0.3, -0.1, 0.2], [-0.1, 0.0, 0.4], [-0.3, 0.1, -0.1], [1.6, 2.7, 4.7], [0.1, 1.9, 0.8], [0.1, 0.2, -0.1], [0.2, -0.1, 0.2], [-0.2, 0.1, 0.0], [-3.9, -1.7, 3.4], [0.9, 0.1, -2.0], [-0.4, -5.5, -6.0], [0.3, 1.8, 0.7], [0.3, 0.5, 0.3], [-2.2, 1.2, 3.9], [-0.5, -1.2, -2.2], [-1.4, -2.2, 1.2], [-8.6, 2.8, -11.7], [0.3, -2.4, -0.7], [-0.7, -0.2, -2.2], [-1.9, -1.0, 0.7], [-1.2, -0.8, 0.3], [-5.2, -1.2, 6.4], [-0.2, 0.7, -1.1], [0.0, 0.3, -0.5], [0.0, 0.2, -0.2], [0.0, -0.6, 1.2], [-1.2, -4.1, 0.2], [-0.9, 0.3, 1.2], [0.0, -0.1, 0.0], [-0.1, 0.2, 0.3], [0.2, -0.2, -0.1], [-0.1, -0.1, 0.3], [-0.7, -0.7, 0.4], [0.1, -0.2, -2.3], [0.5, 6.7, -1.6], [-1.2, -0.1, 1.0], [0.2, 1.3, -0.4], [-0.9, 0.4, 1.0], [0.8, -1.6, -1.7], [-1.0, -0.8, 0.2], [0.5, 1.0, -0.4], [0.4, -1.3, -0.5], [0.8, 0.0, 0.2], [0.5, 1.9, -0.8], [-1.2, 6.6, 2.1], [0.1, 0.4, 0.1], [-0.2, 1.8, -0.3], [0.3, 6.1, 1.6], [-0.1, 0.2, -0.1], [0.2, 0.7, -0.5], [-0.7, -0.3, 0.0], [0.7, 0.7, 0.2], [-0.1, 0.0, 0.3], [-0.2, -0.1, 0.0], [0.1, -0.1, 0.0], [-0.1, 0.8, -0.7], [-0.6, -0.1, 0.6], [-0.6, 0.8, 0.6], [0.3, 0.7, -0.3], [-1.0, 4.4, -1.3], [2.7, 3.6, -8.6], [0.5, 1.9, 1.0], [0.7, -1.2, -1.4], [1.0, 2.2, -0.3], [1.5, 7.2, -2.8], [-1.6, 2.8, -0.4], [3.6, 0.3, -1.5], [-0.6, 0.0, -0.2], [-0.4, -2.2, 3.0], [-1.1, -1.0, -2.6], [0.2, 0.0, -0.6], [-0.5, 0.7, -7.0], [-0.3, 1.7, -1.9], [-0.2, -0.7, -1.0], [-0.2, 0.2, -0.8], [-0.3, -0.5, -0.1], [0.6, 2.1, -0.2], [-0.3, 0.1, -0.2], [-0.5, 0.5, -0.3], [0.1, 0.6, -0.7], [0.0, 0.0, -0.2], [0.1, 0.0, 0.7], [0.1, -0.2, 0.3], [0.4, 0.3, 0.3], [-0.3, 0.2, 0.8], [0.0, 0.6, 0.2], [-0.1, -0.7, 0.9], [-0.1, -1.6, -2.2], [4.8, 0.7, 1.4], [-2.2, -0.5, 1.2], [-0.1, 0.6, -0.8], [-3.1, -1.0, -0.3], [4.9, 1.4, 0.3], [-1.9, -0.2, -0.8], [3.8, -1.6, -4.0], [-0.6, 0.4, 1.9], [-0.1, -6.2, -2.1], [-0.5, -0.6, -0.4], [0.2, -0.1, 0.4], [0.3, -1.6, 0.3], [-0.6, 0.2, -0.1], [1.7, -0.1, -0.4], [0.2, -0.3, 0.5], [-0.4, -0.1, 0.5], [-0.1, 0.0, -0.1], [0.1, -0.5, 1.1], [0.2, 0.1, -0.3], [0.2, 0.3, 0.7], [0.9, -0.4, -0.7], [1.6, -7.9, 0.0], [-0.4, -1.2, -4.1], [-1.7, 0.4, -0.7], [-5.9, -7.8, -3.4], [1.6, 1.2, 7.2], [-0.8, -3.3, -1.6], [0.7, 0.5, 0.9], [4.5, -0.6, -2.1], [-0.4, 0.2, 3.8], [3.6, -2.6, 5.8], [-1.5, 1.1, 2.8], [-1.1, 0.4, -2.0], [0.8, 0.5, 1.9], [-3.9, -4.3, 1.5], [0.7, -7.0, 0.0], [-2.8, -1.2, -1.0], [-5.5, -1.8, -2.5], [0.3, -0.4, 0.5], [-0.2, 0.4, 2.0], [0.5, 0.2, 1.4], [4.3, 0.3, 4.0], [0.0, -0.3, 0.1], [0.5, 0.1, 0.5], [0.0, 0.4, 1.5], [-0.2, -0.1, -0.7], [-0.2, -0.2, -0.3], [-0.4, -1.3, -0.2], [-0.1, 0.1, -0.6], [-4.8, -4.9, 1.1], [0.0, -2.9, 0.7], [2.8, -4.4, 4.9], [1.3, 3.8, -0.5], [2.3, -0.4, 0.8], [16.0, -4.2, 1.4], [-0.6, -1.5, -0.1], [1.5, -1.3, 0.3], [-0.6, -0.9, 0.2], [6.7, 6.7, -2.6], [0.1, -0.9, -2.2], [0.9, -0.1, 0.3], [-1.1, -0.5, -0.1], [0.9, -0.6, 0.7], [-0.3, -0.6, 0.0], [1.0, 1.4, -1.6], [7.4, -3.2, 12.0], [-0.2, 0.9, -0.2], [-0.5, 0.1, -0.2], [0.0, 0.5, -0.7], [-0.3, 0.0, 0.1], [0.2, 0.5, 0.5], [0.2, 0.2, 0.8], [0.5, -0.1, -0.1], [1.1, -0.4, 0.9], [-0.3, 0.1, -0.1], [0.4, 0.1, 0.0], [1.1, -2.2, 1.0], [10.0, 3.6, 1.0], [0.6, -4.7, 0.6], [4.1, 2.8, 0.9], [15.6, 10.0, -2.2], [-2.7, 9.4, -3.2], [1.6, 4.5, -0.2], [-4.0, 5.5, -6.9], [-0.5, 1.2, 3.2], [0.8, 0.7, -0.8], [2.3, 5.4, 4.6], [-1.1, 0.1, -0.5], [-0.7, -0.1, -0.4], [0.3, -0.5, -1.0], [3.8, -1.4, -0.2], [3.7, 0.9, 0.6], [-1.2, 3.3, 1.1], [-2.2, -0.6, 0.0], [-2.0, -2.4, -6.0], [-7.5, 2.6, -14.5], [-2.5, -0.3, 1.1], [1.1, -2.0, 0.4], [0.3, -0.2, -0.4], [-0.4, 3.3, 0.4], [4.9, -2.9, 1.0], [0.7, 2.0, 0.1], [-5.1, -8.3, -0.1], [-0.4, 0.6, 1.5], [0.4, 0.2, 0.4], [-3.0, 1.6, 5.0], [-7.5, -3.5, 2.1], [-1.3, -1.4, 0.1], [-0.4, -0.6, -0.7], [-0.1, 0.5, -0.2], [-0.8, 2.7, -2.6], [0.0, 2.0, -0.9], [-2.9, 0.3, -0.2], [-0.1, -0.2, 0.0], [0.3, 1.6, -0.4], [-0.2, -0.1, 0.3], [2.0, -0.3, -0.7], [-0.4, -1.8, -1.0], [1.0, -11.9, 0.6], [1.7, 0.6, 1.0], [-0.2, 0.2, -0.4], [0.3, 0.6, 0.0], [1.2, 0.2, 0.8], [2.4, 0.9, -2.0], [-1.7, 0.0, -0.6], [-0.7, -0.4, -4.0], [5.4, -2.3, -2.2], [-0.1, 0.8, 0.1], [2.5, 0.9, -1.9], [-0.4, 0.4, 0.0], [-1.4, 1.8, 2.1], [-2.6, -0.4, 1.1], [3.7, 0.1, 0.3], [-1.0, -13.7, 1.1], [0.3, 0.3, 0.2], [-0.3, 1.6, -0.3], [-1.8, 0.4, 1.8], [-1.3, 1.6, -0.7], [1.9, 0.2, 1.0], [-0.2, 4.3, 1.3], [0.6, -1.0, 0.5], [-0.1, 1.2, 1.0], [-1.3, 0.0, -0.8], [0.4, 0.3, 1.2], [-0.2, 2.0, -0.9], [-5.3, -1.2, -0.8], [2.9, 0.3, 0.0], [-15.1, 0.2, -6.0], [-2.1, 2.1, -0.5], [-0.6, 0.1, 0.3], [-0.5, 0.5, 0.2]]
}